Below is a structure of composition C5H6O4PbS6, with properties calculated with the ωB97M-V functional and the def2-TZVPD basis.

```
22
C5H6O4PbS6 the ωB97M-V functional and the def2-TZVPD basis
Pb 0.680 0.474 0.081
C 0.443 -1.425 4.129
C 0.119 -1.495 2.653
S -1.001 -0.399 2.024
C 0.932 -2.275 1.836
C 2.119 -2.972 2.472
S 0.821 -2.244 0.148
H -0.352 -0.922 4.675
H 1.365 -0.845 4.270
H 0.599 -2.414 4.563
H 1.804 -3.674 3.250
H 2.788 -2.239 2.939
H 2.685 -3.518 1.720
S -2.107 1.611 -3.684
C -1.123 1.296 -2.357
S 0.409 0.460 -2.546
S -1.530 1.808 -0.762
O 2.570 2.476 2.961
S 2.848 1.638 1.810
O 4.249 1.555 1.436
O 2.020 2.159 0.583
O 2.243 0.263 1.966
```

Output
Kohn-Sham gap (eV): 5.93
Spin multiplicity: 1
Total charge: -2
ΔE to the lowest compared entry with this formula, charge and spin (kcal per mole): 5.3
M (g mol⁻¹): 529.70